Below is the molecule C4H6N4 at a distorted geometry, with properties calculated with ωB97M-V/def2-TZVPD.

Geometry as XYZ:
```
14
Properties=species:S:1:pos:R:3:forces:R:3:lowdin_charge:R:1
C 1.856 -0.717 0.047 1.31 2.69 -1.51 -0.190
C 1.637 0.657 -0.216 0.66 -1.26 1.29 -0.075
N 0.479 1.381 -0.038 1.91 2.93 -0.39 -0.084
N -0.832 1.358 0.040 -3.43 -1.89 0.06 -0.012
C -1.769 0.417 -0.010 -0.63 3.15 1.32 -0.144
C -1.618 -1.087 -0.030 2.33 -1.14 -0.16 -0.200
N -0.222 -1.103 -0.485 3.40 -0.31 -0.61 -0.070
N 0.811 -1.529 0.239 -4.66 0.40 -0.51 0.008
H 2.902 -1.042 0.123 -0.69 -0.17 0.14 0.093
H 2.471 1.439 -0.180 -0.86 -1.74 -0.38 0.130
H 0.750 2.405 -0.012 -0.63 -1.83 0.05 0.154
H -2.789 0.982 0.287 2.07 -1.86 -1.29 0.137
H -1.449 -1.400 1.008 -1.46 -0.60 0.19 0.101
H -2.226 -1.762 -0.774 0.69 1.62 1.80 0.153
```
Positions in Å, forces in eV/Å.

Its net charge is 0. As for the LUMO energy: -0.2 eV. The HOMO energy comes out at -7.889 eV. Its SMILES is C1=C\N/N=C\C/N=N/1. Its gap between HOMO and LUMO is 7.72 eV.


Below is the molecule C23H24N4O4S at a distorted geometry, with properties calculated with ωB97M-V/def2-TZVPD.

Geometry as XYZ:
```
56
Properties=species:S:1:pos:R:3:forces:R:3:lowdin_charge:R:1
C -5.077 -1.678 0.203 -0.03 0.03 -0.23 0.010
C -3.691 -1.770 -0.401 -0.39 0.01 0.35 -0.513
O -3.463 -1.586 -1.571 0.10 0.04 -0.32 0.080
N -2.742 -2.086 0.536 0.02 -0.19 0.41 0.123
C -1.371 -2.273 0.373 0.35 -0.10 -0.18 -0.228
C -0.592 -2.420 1.523 -0.07 0.04 -0.03 -0.027
C 0.769 -2.609 1.425 0.11 0.00 -0.14 -0.016
C 1.396 -2.638 0.178 -0.43 -0.20 0.21 -0.180
C 2.871 -2.791 0.153 0.19 -0.10 -0.19 -0.447
O 3.458 -3.466 0.970 0.02 0.03 0.01 0.086
C 3.616 -1.947 -0.854 0.02 0.29 0.25 -0.329
S 3.613 -0.244 -0.147 0.46 -0.45 -0.23 1.059
C 2.015 0.206 -0.665 0.04 0.16 0.04 -0.630
N 1.528 0.072 -1.869 1.13 -0.03 -0.03 0.041
N 0.252 0.456 -1.832 -1.12 0.30 -0.06 0.088
C -0.046 0.824 -0.608 0.46 -0.13 -0.11 -0.277
C -1.391 1.203 -0.219 -0.36 0.17 0.19 -0.163
C -2.217 1.771 -1.188 0.09 -0.01 0.19 -0.006
C -3.531 2.073 -0.904 -0.15 0.01 0.09 -0.004
C -4.051 1.811 0.359 0.36 -0.09 -0.10 -0.328
O -5.344 2.073 0.684 -0.19 0.04 0.05 0.056
C -3.235 1.237 1.329 -0.35 0.17 0.01 -0.022
C -1.923 0.928 1.039 0.06 0.13 -0.19 -0.039
N 1.063 0.690 0.192 -0.22 -0.34 -0.85 0.035
C 1.365 1.196 1.498 0.45 0.54 0.51 -0.085
C 2.117 2.541 1.398 -0.53 -0.09 0.42 -0.293
C 1.340 3.617 0.616 0.19 -0.04 0.00 -0.103
C 2.057 3.661 -0.735 0.14 -0.15 0.09 -0.135
C 3.476 3.254 -0.345 0.06 0.40 -0.30 -0.185
O 3.342 2.330 0.721 -0.12 -0.08 0.17 -0.186
C 0.610 -2.523 -0.967 0.21 -0.13 0.36 -0.024
C -0.756 -2.343 -0.875 -0.24 -0.05 -0.10 0.004
H -5.800 -1.531 -0.594 0.02 0.01 -0.01 0.088
H -5.130 -0.834 0.888 -0.03 0.06 0.09 0.067
H -5.319 -2.589 0.745 -0.04 -0.07 0.08 0.084
H -3.062 -2.153 1.493 -0.03 0.02 -0.22 0.143
H -1.063 -2.388 2.497 -0.06 0.01 0.11 0.112
H 1.374 -2.721 2.312 0.05 -0.03 0.08 0.122
H 3.157 -1.891 -1.836 0.04 -0.07 -0.05 0.069
H 4.660 -2.249 -0.912 -0.05 -0.04 -0.01 0.085
H -1.812 1.950 -2.170 0.03 0.03 -0.13 0.118
H -4.166 2.503 -1.667 -0.06 0.04 -0.09 0.118
H -5.803 2.449 -0.078 0.08 -0.05 0.08 0.111
H -3.653 1.029 2.303 -0.05 -0.03 0.12 0.121
H -1.329 0.426 1.789 0.06 -0.05 0.04 0.101
H 2.020 0.475 1.998 -0.19 0.01 0.01 0.121
H 0.454 1.338 2.075 0.09 -0.06 -0.03 0.118
H 2.329 2.868 2.426 -0.04 -0.04 -0.13 0.151
H 1.429 4.579 1.123 -0.04 0.00 0.02 0.117
H 0.284 3.371 0.524 -0.05 0.04 0.04 0.107
H 1.628 2.938 -1.429 0.00 -0.04 -0.04 0.101
H 2.024 4.644 -1.197 -0.01 0.04 -0.04 0.114
H 4.049 4.125 0.001 -0.01 -0.08 -0.07 0.125
H 4.026 2.757 -1.145 0.00 0.04 0.01 0.119
H 1.057 -2.584 -1.947 0.04 0.09 -0.08 0.118
H -1.349 -2.234 -1.768 -0.02 0.01 -0.02 0.108
```
Positions in Å, forces in eV/Å.

Its net charge is 0. As for the LUMO energy: 0.4 eV. The HOMO energy comes out at -8.138 eV. Its SMILES is CC(=O)Nc1ccc(C(=O)CSc2nnc(-c3ccc(O)cc3)n2C[C@@H]2CCCO2)cc1. Its gap between HOMO and LUMO is 8.56 eV.


Below is the molecule C2H4N2O2 at a distorted geometry, with properties calculated with ωB97M-V/def2-TZVPD.

Geometry as XYZ:
```
10
Properties=species:S:1:pos:R:3:forces:R:3:lowdin_charge:R:1
O 2.715 -0.337 -0.128 -1.46 -0.07 0.83 0.015
C 1.592 -0.217 0.348 1.62 -0.06 -0.17 -0.327
N 0.633 0.527 -0.258 0.95 0.49 -1.33 -0.027
N -0.632 0.602 0.186 -1.68 0.31 0.79 -0.015
C -1.564 -0.353 -0.201 -0.80 -0.02 0.70 -0.309
O -2.754 -0.289 0.053 1.53 -0.05 -0.39 0.026
H 1.241 -0.634 1.324 0.26 0.01 -0.48 0.146
H 0.855 0.964 -1.162 -0.02 -0.37 0.65 0.172
H -0.899 1.421 0.760 0.01 -0.87 -0.68 0.173
H -1.055 -1.226 -0.696 -0.41 0.63 0.08 0.147
```
Positions in Å, forces in eV/Å.

Its net charge is 0. As for the LUMO energy: 0.8 eV. The HOMO energy comes out at -10.549 eV. Its SMILES is O=CNNC=O. Its gap between HOMO and LUMO is 11.33 eV.


Below is a structure of composition C6H8BCl3N4ReSe3SiTe at a distorted geometry, with properties calculated with ωB97M-V/def2-TZVPD.

Geometry as XYZ:
```
28
Properties=species:S:1:pos:R:3:forces:R:3:lowdin_charge:R:1
Re -0.645 -0.852 -0.930 -1.83 -0.94 -2.04 0.469
B 1.956 1.183 0.204 1.12 -1.68 -2.23 -0.419
N 1.709 -0.235 0.810 -0.35 -3.55 2.06 -0.026
C 2.363 -0.852 1.843 -2.47 -0.58 -2.29 -0.011
C 1.861 -2.196 1.954 1.57 2.01 0.65 -0.049
C 0.974 -2.407 0.934 -0.38 2.28 0.90 -0.186
N 0.811 -1.206 0.304 3.33 0.75 1.36 -0.260
N 0.574 1.754 -0.134 -1.86 1.20 0.81 -0.034
C 0.195 2.999 0.217 -0.44 -1.15 -0.71 -0.043
C -1.158 3.210 -0.104 -0.43 -0.93 0.39 -0.023
C -1.582 2.003 -0.672 3.73 0.49 1.79 -0.128
N -0.548 1.052 -0.626 -0.05 5.27 0.62 -0.192
H 2.757 1.893 0.772 -0.85 -0.14 0.50 0.075
H 2.557 0.862 -0.842 -0.48 0.45 0.15 0.073
H 3.070 -0.254 2.363 0.48 -0.04 0.63 0.112
H 2.055 -2.708 2.855 0.28 -1.21 0.33 0.085
H 0.198 -3.154 0.782 0.59 -0.09 -0.05 0.083
H 0.925 3.647 0.665 0.04 0.11 0.07 0.123
H -1.834 3.981 0.307 0.74 -0.28 -0.87 0.116
H -2.516 1.765 -1.022 -1.93 -0.81 -0.71 0.026
Se -2.335 -0.674 -2.628 -0.43 0.82 -1.28 0.012
Se -0.989 0.528 -4.317 0.21 -1.51 0.66 -0.072
Te 0.715 -1.472 -4.369 -0.58 0.54 0.58 0.413
Se 0.006 -2.751 -2.315 0.37 -0.99 -1.28 0.009
Cl -1.879 -0.955 2.649 -0.22 -0.45 -0.86 0.177
Si -2.336 -1.462 0.626 0.29 1.50 0.11 -0.808
Cl -4.024 -0.302 0.213 -0.21 -0.25 0.44 0.199
Cl -2.878 -3.397 0.461 -0.24 -0.80 0.29 0.278
```
Positions in Å, forces in eV/Å.

Its net charge is 0. As for the LUMO energy (alpha / beta): -1.3 / -2.9 eV. The HOMO energy (alpha / beta) comes out at -7.911 / -7.617 eV. The spin multiplicity is 4. Its gap between HOMO and LUMO (alpha / beta) is 6.59 / 4.74 eV.


Below is a cluster of 2 separate species, CH5NS2 in total at a distorted geometry, with properties calculated with ωB97M-V/def2-TZVPD.

Geometry as XYZ:
```
9
Properties=species:S:1:pos:R:3:forces:R:3:lowdin_charge:R:1
C 3.446 0.720 -2.259 0.94 4.27 0.87 -0.155
N 2.956 1.476 -3.153 -1.70 0.18 0.04 -0.008
H 3.401 -0.281 -2.472 0.42 -2.62 -0.31 0.016
H 4.020 1.091 -1.328 -1.24 -0.64 -1.01 0.087
H 2.669 2.479 -3.013 1.58 -1.20 0.42 0.059
S -4.157 -1.274 4.223 -0.59 0.07 -1.78 0.233
S -4.718 -1.310 2.085 0.57 0.40 1.58 0.223
H -3.773 -2.552 4.222 0.17 -0.11 0.03 -0.237
H -3.844 -0.349 1.695 -0.15 -0.36 0.17 -0.219
```
Positions in Å, forces in eV/Å.

Its net charge is 0. As for the LUMO energy: -0.2 eV. The HOMO energy comes out at -9.361 eV. Its SMILES is C=N.SS. Its gap between HOMO and LUMO is 9.15 eV.


Below is a structure of composition C7H11AlI2N2OSe at a distorted geometry, with properties calculated with ωB97M-V/def2-TZVPD.

Geometry as XYZ:
```
25
Properties=species:S:1:pos:R:3:forces:R:3:lowdin_charge:R:1
C 1.484 -3.142 -2.922 0.27 -1.13 -1.98 -0.512
I 2.094 -2.757 -0.803 1.63 -0.69 1.54 0.574
H 2.193 -2.584 -3.535 -0.01 -0.01 0.01 -0.060
H 0.454 -2.889 -3.096 -0.28 0.07 0.07 -0.049
H 1.663 -4.220 -3.027 0.01 0.24 0.05 -0.056
C -1.366 2.369 -2.757 0.72 0.39 -0.75 -0.086
C -0.417 0.450 -2.153 -0.79 -0.62 0.34 -0.453
N -1.486 1.271 -1.949 -1.72 1.15 -0.05 -0.106
H 0.209 2.849 -4.248 -0.01 -0.02 0.06 0.094
I 1.765 1.122 0.088 0.76 0.73 0.42 0.276
N 0.308 0.996 -3.166 1.31 0.62 -1.42 -0.116
H -2.086 3.171 -2.755 0.05 0.03 -0.01 0.092
Al 0.382 -1.003 -0.187 -1.45 -0.65 -0.41 -1.150
C -0.541 -0.998 -2.059 2.05 -0.67 2.34 -0.487
O -1.226 -1.673 -2.788 -1.57 -0.47 -1.05 -0.014
C -0.232 2.205 -3.503 -0.90 0.82 0.33 -0.088
C 1.582 0.509 -3.635 0.01 0.27 0.05 -0.045
H 2.388 0.831 -2.960 -0.03 -0.17 -0.12 0.046
H 1.760 0.927 -4.635 -0.01 -0.16 0.19 0.082
H 1.576 -0.583 -3.693 -0.04 0.17 0.02 0.062
C -2.502 1.130 -0.932 -0.05 0.28 -0.17 -0.049
H -3.492 1.019 -1.403 0.17 -0.13 0.15 0.082
H -2.520 2.040 -0.313 0.02 -0.21 0.00 0.085
H -2.284 0.271 -0.289 -0.05 0.07 -0.08 -0.006
Se -1.133 -1.626 1.346 -0.10 0.13 0.47 -0.116
```
Positions in Å, forces in eV/Å.

Its net charge is -2. As for the LUMO energy (alpha / beta): 4.5 / 4.7 eV. The HOMO energy (alpha / beta) comes out at 1.818 / 1.327 eV. Its gap between HOMO and LUMO (alpha / beta) is 2.71 / 3.38 eV.


Among the records above, which one has the lowest net charge? C7H11AlI2N2OSe


Look up the net charge of the fifth one. 0